No. 1
{"formula": "C10H14O3", "method": "ωB97M-V/def2-TZVPD", "total_energy_ha": -615.0720, "max_force_ev_per_a": 4.43, "e_lumo_ha": 0.021, "homo_lumo_gap_ev": 9.57, "e_above_lowest_kj_mol": 217.14, "homo_energy_ha": -0.331, "symbols": ["C", "C", "C", "C", "C", "C", "C", "C", "C", "C", "O", "O", "O", "H", "H", "H", "H", "H", "H", "H", "H", "H", "H", "H", "H", "H", "H"], "xyz": [[-0.50, -1.70, 0.70], [-0.87, -0.27, 0.89], [0.69, -2.02, -0.17], [-2.63, -0.06, -1.72], [0.75, -0.97, -1.26], [-0.14, 0.71, 0.41], [1.08, 0.39, -0.55], [-2.01, -0.06, 1.87], [2.40, 0.39, 0.26], [0.88, 1.58, -1.50], [1.40, -3.00, 0.11], [-3.55, 0.16, -1.10], [-0.38, 2.03, 0.87], [-0.36, -2.15, 1.82], [-1.35, -2.45, 0.31], [1.46, -1.34, -2.03], [-0.21, -0.72, -1.72], [-2.17, 0.97, 2.35], [-1.72, -0.80, 2.76], [-3.07, -0.24, 1.38], [2.58, 1.29, 0.67], [3.22, 0.33, -0.34], [2.52, -0.41, 1.11], [1.55, 1.47, -2.35], [1.21, 2.56, -1.02], [-0.11, 1.74, -1.88], [-0.66, 2.57, 0.12]]}

***

No. 2
{"formula": "C4H11N3O2", "method": "ωB97M-V/def2-TZVPD", "total_energy_ha": -473.7464, "max_force_ev_per_a": 3.28, "e_lumo_ha": 0.023, "homo_lumo_gap_ev": 9.26, "e_above_lowest_kj_mol": 148.01, "homo_energy_ha": -0.318, "symbols": ["H", "N", "C", "N", "N", "C", "H", "H", "H", "H", "H", "H", "C", "C", "O", "O", "H", "H", "H", "H"], "xyz": [[0.61, -4.80, -0.56], [0.19, -3.89, -0.58], [0.64, -2.87, -1.17], [1.75, -2.58, -1.92], [-0.27, -1.74, -1.15], [0.33, -0.45, -0.91], [1.74, -1.96, -2.72], [2.18, -3.45, -2.24], [-0.97, -1.86, -0.43], [1.14, -0.13, -1.57], [0.68, -0.32, 0.12], [-0.36, 0.39, -1.04], [-1.02, 1.93, 2.54], [-0.57, 2.76, 1.36], [-0.30, 2.44, 0.23], [-0.85, 4.06, 1.60], [-0.25, 1.24, 2.90], [-1.87, 1.40, 2.11], [-1.42, 2.44, 3.42], [-0.95, 4.71, 0.91]]}